C26H23F12MgN5O6PS4 as an isolated structure, computed with ωB97M-V/def2-TZVPD.

Results
Frontier orbital gap (alpha / beta) = 0.2470 / 0.2156 hartree
Energy relative to the best compared isomer or geometry (same formula, charge and spin) = 0.0000 eV
E_tot = -5062.66424 Eh
HOMO (alpha / beta) = -8.52 / -8.52 eV
Spin multiplicity = 2

```
78
Properties=species:S:1:pos:R:3:mulliken_spin:R:1
Mg 0.60 -2.22 1.62 0.001
F -4.45 -3.17 3.01 0.000
C -3.49 -2.37 2.57 0.001
F -2.72 -2.00 3.58 0.000
F -4.05 -1.28 2.03 0.001
S -2.50 -3.23 1.26 0.001
O -1.38 -2.33 1.03 -0.003
O -3.41 -3.38 0.17 0.000
N -2.13 -4.59 1.92 0.000
S -0.75 -5.08 2.50 0.000
O 0.32 -4.10 2.38 0.000
O -0.47 -6.42 2.13 0.000
C -1.08 -5.13 4.32 0.000
F -0.02 -5.67 4.92 0.000
F -1.27 -3.91 4.79 0.000
F -2.15 -5.87 4.56 0.000
S -1.43 1.61 1.57 0.517
C -1.02 1.14 0.01 -0.071
N -1.75 0.54 -0.88 -0.031
C -1.15 0.12 -2.16 0.002
C -0.08 1.08 -2.60 -0.002
N 0.85 1.39 -1.50 -0.016
C 2.25 1.68 -1.85 0.037
C 2.32 2.79 -2.87 0.007
C 2.84 2.55 -4.14 0.000
C 2.89 3.57 -5.08 0.000
C 2.42 4.83 -4.75 0.001
C 1.90 5.07 -3.49 0.001
C 1.85 4.06 -2.55 0.004
C 0.41 1.47 -0.28 0.007
S 1.22 1.93 1.12 0.497
C -3.11 0.07 -0.60 0.078
C -4.10 0.62 -1.61 0.021
C -4.90 -0.25 -2.33 0.000
C -5.82 0.25 -3.25 -0.001
C -5.93 1.62 -3.44 0.001
C -5.12 2.49 -2.72 0.004
C -4.21 1.99 -1.80 0.012
H -1.95 0.12 -2.90 0.000
H -0.77 -0.90 -2.04 0.000
H -0.51 2.02 -2.96 0.000
H 0.50 0.63 -3.40 -0.001
H 2.68 0.75 -2.23 0.005
H 2.77 1.95 -0.93 -0.029
H 3.21 1.56 -4.39 0.001
H 3.30 3.38 -6.06 0.000
H 2.46 5.63 -5.49 0.000
H 1.54 6.06 -3.23 0.000
H 1.46 4.25 -1.56 0.000
H -3.36 0.38 0.41 -0.066
H -3.10 -1.02 -0.63 0.007
H -4.81 -1.32 -2.17 0.000
H -6.45 -0.43 -3.80 0.000
H -6.64 2.01 -4.16 0.000
H -5.21 3.56 -2.87 0.000
H -3.59 2.67 -1.23 0.000
O 0.03 -0.94 3.05 0.004
N 0.96 -0.31 3.66 -0.005
N 2.13 -0.63 3.25 0.002
O 2.33 -1.51 2.30 0.001
C 3.27 0.05 3.80 -0.001
C 4.50 -0.18 3.21 0.002
C 5.62 0.47 3.72 0.000
C 5.50 1.33 4.79 0.001
C 4.25 1.55 5.37 0.000
C 3.13 0.91 4.88 0.000
H 4.56 -0.87 2.38 -0.001
H 6.58 0.29 3.26 0.000
H 6.37 1.84 5.18 0.000
H 4.16 2.22 6.21 0.000
H 2.16 1.07 5.33 0.000
F 0.86 -1.25 -0.25 0.009
P 1.69 -2.38 -1.24 0.003
F 1.67 -3.33 0.11 0.000
F 3.05 -1.72 -0.76 0.000
F 1.60 -1.33 -2.46 0.000
F 2.43 -3.48 -2.09 0.000
F 0.24 -2.96 -1.64 0.000
```



One molecule with the formula C4H3NO2S at a distorted geometry, computed with ωB97M-V/def2-TZVPD.

Results
Frontier orbital gap = 0.3248 hartree
Energy relative to the best compared isomer or geometry (same formula, charge and spin) = 1.3285 eV
E_tot = -757.61398 Eh
HOMO = -9.29 eV

```
11
Properties=species:S:1:pos:R:3:nbo_charge:R:1
C 1.52 0.03 -1.25 -0.321
C 0.50 -0.12 -0.42 -0.286
S -0.16 -1.67 0.04 0.083
C -0.12 0.99 0.29 0.672
O 0.33 2.08 0.31 -0.476
N -1.25 0.57 1.04 -0.628
C -2.19 0.34 1.72 0.911
O -3.19 0.03 2.22 -0.495
H 1.83 -0.93 -1.65 0.192
H 1.99 0.95 -1.61 0.238
H 0.74 -2.28 -0.71 0.112
```



A 3-piece molecular cluster, C3H10NO4 overall at a distorted geometry, computed with ωB97M-V/def2-TZVPD.

Results
Frontier orbital gap = 0.3060 hartree
Energy relative to the best compared isomer or geometry (same formula, charge and spin) = 1.7499 eV
E_tot = -476.07141 Eh
HOMO = -4.47 eV
Net charge = -1

```
18
Properties=species:S:1:pos:R:3:nbo_charge:R:1
C 0.82 1.96 1.51 -0.421
N 1.74 0.97 0.89 -0.650
C 0.87 -0.17 0.38 -0.390
C 0.47 0.13 -1.07 0.727
O -0.42 -0.63 -1.52 -0.806
O 0.93 1.13 -1.65 -0.762
H -0.06 2.31 0.95 0.165
H 1.31 2.84 1.95 0.179
H 0.44 1.35 2.34 0.173
H 2.16 1.33 0.04 0.381
H 0.06 -0.47 1.06 0.187
H 1.53 -0.99 0.72 0.220
H -1.78 0.22 0.75 0.469
H -2.59 0.16 -0.48 0.491
O -2.63 -0.10 0.47 -0.960
H -1.54 -2.24 0.50 0.492
H -0.36 -2.84 -0.28 0.486
O -0.99 -3.05 0.39 -0.982
```



A 2-piece molecular cluster, C3H2N2O2 overall at a distorted geometry, computed with ωB97M-V/def2-TZVPD.

Results
Frontier orbital gap (alpha / beta) = 0.2602 / 0.2986 hartree
Energy relative to the best compared isomer or geometry (same formula, charge and spin) = 3.1165 eV
E_tot = -375.26885 Eh
HOMO (alpha / beta) = -7.93 / -10.24 eV
Spin multiplicity = 3

```
9
Properties=species:S:1:pos:R:3:nbo_charge:R:1
C -1.36 1.27 0.07 -0.016
C 1.58 -0.12 -0.14 -0.263
C -1.83 0.01 0.00 0.556
N -0.86 2.35 -0.04 -0.224
N 0.40 -0.73 0.03 0.089
O -2.16 -1.10 -0.04 -0.376
O 0.01 -1.87 0.01 -0.191
H 2.44 -0.74 -0.05 0.196
H 1.78 0.92 0.16 0.229
```



C4H11N3O as an isolated structure at a distorted geometry, computed with ωB97M-V/def2-TZVPD.

Results
Frontier orbital gap = 0.2719 hartree
Energy relative to the best compared isomer or geometry (same formula, charge and spin) = 6.9944 eV
E_tot = -398.29713 Eh
HOMO = -6.72 eV

```
19
Properties=species:S:1:pos:R:3:nbo_charge:R:1
C -0.08 -2.11 0.65 -0.146
C -0.03 -0.38 -2.01 -0.683
N -0.54 2.02 -0.72 -0.536
C -0.61 -0.12 0.56 0.180
C -0.35 0.07 -0.65 0.140
N 0.51 2.79 -0.21 -0.651
N -0.69 0.38 1.82 -0.847
O 1.12 -2.03 1.39 -0.730
H 1.83 -1.78 0.78 0.467
H -1.36 2.25 -0.16 0.333
H 0.79 2.53 0.74 0.316
H 1.31 2.72 -0.83 0.340
H 0.21 0.40 2.29 0.394
H -1.39 -0.03 2.42 0.388
H -0.86 -2.52 1.29 0.162
H 0.01 -2.70 -0.26 0.156
H -0.54 -1.32 -2.23 0.232
H -0.36 0.38 -2.72 0.260
H 1.04 -0.53 -2.14 0.225
```



C6Cl8GeIReSbSe4 as an isolated structure, computed with ωB97M-V/def2-TZVPD.

Results
Frontier orbital gap (alpha / beta) = 0.2135 / 0.2060 hartree
Energy relative to the best compared isomer or geometry (same formula, charge and spin) = 0.5275 eV
E_tot = -16208.53112 Eh
HOMO (alpha / beta) = -15.20 / -15.18 eV
Spin multiplicity = 2
Net charge = +2

```
22
Properties=species:S:1:pos:R:3:nbo_charge:R:1
Re 1.03 -0.90 -1.06 0.247
Cl 2.97 -0.93 1.09 0.153
C 1.49 -0.30 1.71 0.064
C 0.44 -0.31 0.79 -0.414
C -0.84 0.05 1.27 -0.021
Cl -2.24 -0.08 0.28 0.085
C -1.01 0.50 2.58 -0.103
Cl -2.54 0.97 3.14 0.137
C 0.10 0.55 3.45 -0.009
Cl -0.10 1.09 5.03 0.189
C 1.37 0.13 3.02 -0.137
Cl 2.71 0.11 4.07 0.150
Se -4.15 -2.27 -1.61 0.107
Sb -2.09 -2.54 -2.93 0.823
Se -0.43 0.09 -2.53 -0.023
Se -0.04 -2.91 -1.28 0.196
Se -2.11 -3.24 -5.12 -0.133
Cl 1.85 2.28 -0.87 -0.294
Ge 0.40 2.40 -2.44 1.261
Cl 1.24 2.84 -4.30 -0.248
Cl -1.26 3.58 -1.94 -0.257
I 3.23 -1.13 -2.36 0.227
```



C38H90F6Mg2O24S2 as an isolated structure at a distorted geometry, computed with ωB97M-V/def2-TZVPD.

Results
Frontier orbital gap (alpha / beta) = 0.2890 / 0.0859 hartree
E_tot = -5102.25461 Eh
HOMO (alpha / beta) = -13.89 / -13.89 eV
Spin multiplicity = 2
Net charge = +3

```
162
Properties=species:S:1:pos:R:3:mulliken_spin:R:1
Mg 3.38 -2.73 -2.17 0.000
Mg 0.40 0.98 -4.25 -0.001
C 0.69 0.07 0.17 0.000
F -0.28 -0.89 -0.01 0.000
F 0.18 1.29 0.21 0.000
F 1.46 -0.31 1.23 0.000
S 1.81 0.13 -1.35 0.000
O 2.25 -1.26 -1.61 0.000
O 0.98 0.59 -2.48 0.000
O 2.94 1.03 -0.93 0.000
C 2.19 -2.28 -6.59 0.000
F 1.28 -2.12 -7.58 0.000
F 2.67 -3.54 -6.69 0.000
F 3.18 -1.44 -6.88 0.000
S 1.41 -2.11 -4.79 0.000
O 0.28 -3.04 -4.88 0.000
O 2.46 -2.52 -3.81 0.000
O 0.92 -0.74 -4.69 0.000
C -0.77 0.64 -7.07 0.000
O -0.71 1.27 -5.77 0.000
C -1.30 2.50 -5.85 0.000
C -1.48 3.02 -4.44 0.000
O -0.30 2.69 -3.68 -0.001
C 0.05 3.65 -2.65 0.000
H -1.67 0.91 -7.62 0.000
H -0.79 -0.45 -7.02 0.000
H 0.00 0.96 -7.78 0.000
H -2.25 2.52 -6.37 0.000
H -0.64 3.22 -6.34 0.000
H -2.33 2.62 -3.89 0.000
H -1.66 4.09 -4.54 0.000
H 0.80 3.14 -2.05 0.000
H -0.71 4.05 -1.97 -0.001
H 0.43 4.53 -3.17 0.000
C -4.42 0.75 -6.60 0.000
O -3.32 0.31 -5.85 0.000
C -3.57 -0.56 -4.76 0.000
C -2.23 -1.00 -4.06 0.000
O -1.45 0.06 -3.44 -0.001
C -2.16 0.61 -2.30 0.000
H -5.17 -0.03 -6.71 0.000
H -4.04 1.07 -7.57 0.000
H -4.82 1.60 -6.05 0.000
H -4.08 -1.47 -5.07 0.000
H -4.28 -0.01 -4.15 0.000
H -1.59 -1.44 -4.83 0.000
H -2.35 -1.85 -3.39 0.000
H -3.07 1.08 -2.65 -0.001
H -1.65 1.36 -1.69 0.003
H -2.58 -0.22 -1.74 0.000
C 3.68 -5.45 6.55 0.000
O 4.53 -4.50 5.88 0.000
C 4.52 -3.24 6.50 0.000
C 3.64 -2.21 5.79 0.000
O 4.06 -2.10 4.44 0.000
C 3.19 -1.17 3.76 0.000
H 3.74 -5.36 7.64 0.000
H 3.90 -6.43 6.11 0.000
H 2.61 -5.32 6.37 0.000
H 5.56 -2.90 6.53 0.000
H 4.18 -3.20 7.53 0.000
H 3.69 -1.28 6.35 0.000
H 2.64 -2.63 5.90 0.000
H 3.04 -0.22 4.28 0.000
H 2.18 -1.57 3.65 0.000
H 3.53 -0.97 2.75 0.000
C 0.94 -3.72 -0.77 0.000
O 1.87 -3.87 -1.81 0.000
C 1.62 -5.11 -2.54 0.000
C 1.75 -6.43 -1.89 0.000
O 2.85 -6.53 -1.00 0.000
C 2.99 -7.80 -0.34 0.000
H 0.73 -4.62 -0.18 0.000
H 0.03 -3.29 -1.17 0.000
H 1.30 -3.00 -0.03 0.000
H 2.29 -5.03 -3.41 0.000
H 0.59 -5.03 -2.87 0.000
H 1.77 -7.20 -2.67 0.000
H 0.84 -6.65 -1.33 0.000
H 2.22 -7.94 0.42 0.000
H 3.99 -7.81 0.09 0.000
H 2.90 -8.57 -1.10 0.000
C 2.05 -5.31 2.97 0.000
O 1.48 -3.97 2.92 0.000
C 0.11 -4.03 3.40 0.000
C -0.64 -2.69 3.09 0.000
O -2.08 -2.72 3.14 0.000
C -2.66 -1.46 2.94 0.000
H 3.13 -5.26 2.85 0.000
H 1.64 -5.91 2.16 0.000
H 1.82 -5.79 3.92 0.000
H 0.18 -4.19 4.48 0.000
H -0.47 -4.82 2.91 0.000
H -0.45 -2.45 2.05 0.000
H -0.27 -1.80 3.60 0.000
H -3.73 -1.66 2.94 0.000
H -2.57 -1.15 1.90 0.000
H -2.39 -0.65 3.62 0.000
C -2.02 6.25 -2.16 0.000
O -2.43 5.83 -0.86 0.001
C -1.89 6.50 0.22 -0.001
C -0.47 6.20 0.55 0.000
O -0.32 4.83 0.78 0.002
C 0.98 4.51 1.10 0.000
H -2.57 7.15 -2.42 0.000
H -2.22 5.44 -2.85 0.000
H -0.97 6.53 -2.26 0.000
H -2.50 6.40 1.11 0.002
H -1.92 7.58 0.13 0.000
H -0.25 6.73 1.48 0.000
H 0.23 6.58 -0.20 0.000
H 1.00 3.53 1.58 0.000
H 1.63 5.11 1.74 0.000
H 1.53 4.43 0.16 0.000
C -8.26 3.63 0.96 0.002
O -6.87 4.15 0.86 0.060
C -6.28 4.44 2.11 0.036
C -4.72 4.36 1.94 0.037
O -4.20 3.02 1.75 0.660
C -2.89 2.88 1.18 0.103
H -8.27 2.63 1.42 0.002
H -8.50 3.51 -0.09 0.000
H -8.94 4.29 1.50 0.001
H -6.76 3.94 2.95 -0.002
H -6.45 5.50 2.25 0.009
H -4.26 4.75 2.86 0.054
H -4.38 4.98 1.11 0.012
H -2.81 3.37 0.21 -0.006
H -2.57 1.84 1.16 0.001
H -2.19 3.28 1.91 0.017
C 0.06 1.33 4.23 0.000
O -1.23 1.84 4.52 0.000
C -1.22 3.04 5.29 0.001
C -2.61 3.34 5.80 -0.001
O -2.63 4.73 6.13 0.002
C -3.71 5.06 6.96 0.000
H 0.61 2.15 3.77 0.000
H 0.04 0.52 3.51 -0.001
H 0.55 0.99 5.14 0.000
H -0.77 3.89 4.78 0.000
H -0.58 3.07 6.18 0.000
H -2.85 2.71 6.65 0.000
H -3.43 3.08 5.14 0.001
H -3.74 4.41 7.84 0.000
H -4.63 5.20 6.40 0.000
H -3.54 6.04 7.40 0.000
C 4.64 -3.70 0.50 0.000
O 4.31 -2.83 -0.53 0.000
C 4.91 -1.57 -0.34 0.000
C 5.81 -1.32 -1.61 0.000
O 4.82 -1.41 -2.66 0.000
C 5.43 -0.96 -3.90 0.000
H 4.18 -3.34 1.42 0.000
H 5.69 -3.99 0.59 0.000
H 4.27 -4.72 0.37 0.000
H 5.65 -1.50 0.46 0.000
H 4.21 -0.78 -0.10 0.000
H 6.52 -2.13 -1.80 0.000
H 6.38 -0.41 -1.74 0.000
H 6.31 -1.54 -4.17 0.000
H 5.79 0.07 -3.89 0.000
H 4.68 -1.14 -4.67 0.000
```



C33H29BrIN7O3PdS as an isolated structure, computed with ωB97M-V/def2-TZVPD.

Results
Frontier orbital gap (alpha / beta) = 0.1713 / 0.1712 hartree
Energy relative to the best compared isomer or geometry (same formula, charge and spin) = 0.0000 eV
E_tot = -5281.16502 Eh
HOMO (alpha / beta) = -12.18 / -12.18 eV
Net charge = +2

```
76
Properties=species:S:1:pos:R:3:mulliken_charge:R:1
Pd 0.33 0.37 1.54 0.849
C -3.96 -0.29 0.03 -1.260
C -3.61 1.03 0.66 0.524
N -4.61 1.81 1.03 -0.650
C -4.34 3.00 1.59 -1.073
C -3.07 3.47 1.82 0.803
C -2.85 4.82 2.45 -1.077
O -1.99 4.76 3.58 -0.495
C -1.99 2.64 1.45 0.938
C -0.64 3.10 1.68 -0.596
N 0.41 2.36 1.70 0.089
C 1.70 2.97 1.87 0.236
C 2.00 4.19 1.27 0.223
C 3.24 4.77 1.48 -0.979
C 4.19 4.15 2.27 -0.565
C 3.91 2.92 2.85 -0.575
C 2.67 2.34 2.63 -0.191
I 2.27 0.44 3.42 0.180
C -2.25 1.40 0.84 0.454
O -1.31 0.58 0.41 -1.266
H -4.79 -0.74 0.58 0.392
H -3.10 -0.96 0.02 0.156
H -4.29 -0.14 -1.00 0.380
H -5.20 3.59 1.88 0.367
H -3.82 5.26 2.71 0.409
H -2.37 5.50 1.75 0.346
H -2.48 4.40 4.33 0.325
H -0.50 4.15 1.88 0.702
H 1.27 4.66 0.63 0.516
H 3.46 5.72 1.01 0.425
H 5.15 4.61 2.43 0.423
H 4.66 2.41 3.45 0.439
Br -8.06 -8.16 -2.30 -0.048
C -6.74 -7.57 -1.14 0.203
C -6.14 -6.32 -1.38 -0.726
C -5.16 -5.87 -0.54 -0.189
C -4.77 -6.67 0.55 0.472
C -5.37 -7.92 0.78 -0.186
C -6.36 -8.37 -0.07 -0.579
N -3.82 -6.32 1.48 -1.016
N -3.18 -5.28 1.38 0.648
C -2.81 -4.14 1.79 0.725
C -3.70 -3.37 2.66 -0.710
C -3.33 -2.16 3.07 -0.809
C -2.04 -1.54 2.70 0.244
O -1.72 -0.49 3.21 -0.555
C -1.16 -2.30 1.75 0.438
N -0.02 -1.73 1.32 -0.202
C 0.78 -2.43 0.52 -0.321
C 0.50 -3.72 0.11 -1.102
C -0.68 -4.31 0.51 -0.463
C -1.53 -3.58 1.34 1.092
H -6.46 -5.73 -2.23 0.436
H -4.68 -4.91 -0.71 0.466
H -5.04 -8.51 1.62 0.497
H -6.83 -9.32 0.09 0.445
H -4.64 -3.83 2.95 0.518
H -3.95 -1.57 3.74 0.524
H 1.67 -1.91 0.18 0.294
H 1.20 -4.24 -0.54 0.486
H -0.94 -5.31 0.19 0.520
C 3.77 1.71 -3.01 -0.955
N 2.34 1.62 -2.82 0.127
C 1.40 2.10 -3.84 -0.638
C 0.03 1.92 -3.16 -0.637
N 0.38 1.17 -1.96 0.126
C 1.70 1.09 -1.77 0.583
S 2.47 0.42 -0.41 -0.511
H 4.12 2.73 -2.85 0.315
H 4.02 1.40 -4.02 0.331
H 4.26 1.05 -2.30 0.296
H 1.51 1.51 -4.75 0.328
H 1.61 3.14 -4.08 0.361
H -0.66 1.36 -3.79 0.368
H -0.42 2.88 -2.91 0.305
H -0.27 0.97 -1.20 0.045
```



C27H16Cl2GdN7O2S3 as an isolated structure at a distorted geometry, computed with ωB97M-V/def2-TZVPD.

Results
Frontier orbital gap (alpha / beta) = 0.1431 / 0.1750 hartree
Energy relative to the best compared isomer or geometry (same formula, charge and spin) = 5.4056 eV
E_tot = -4452.74177 Eh
HOMO (alpha / beta) = -4.65 / -7.61 eV
Spin multiplicity = 8

```
58
Properties=species:S:1:pos:R:3:mulliken_spin:R:1
Gd -0.61 -1.03 0.25 5.757
Cl 1.67 0.85 6.75 0.030
C 1.63 0.77 5.04 0.147
C 0.63 -0.08 4.56 -0.058
C 0.29 -0.08 3.23 0.172
N -0.65 -0.89 2.67 0.045
C -1.36 -1.80 3.35 -0.013
O -1.53 -1.96 4.60 0.074
C -2.20 -2.67 2.49 -0.007
C -2.94 -3.65 3.19 0.004
C -3.78 -4.57 2.52 -0.001
C -4.05 -4.28 1.16 0.012
C -3.39 -3.24 0.53 0.000
N -2.37 -2.58 1.14 -0.026
C 0.95 0.81 2.30 0.190
C 2.06 1.50 2.77 -0.007
C 2.43 1.49 4.12 0.051
Cl 3.67 2.60 4.61 0.011
N 0.51 0.97 1.02 0.201
C 0.53 2.09 0.31 0.037
O 1.32 3.06 0.51 0.176
C -0.48 2.21 -0.73 0.082
C -0.61 3.38 -1.44 -0.046
C -1.71 3.60 -2.29 0.115
C -2.58 2.54 -2.46 0.012
C -2.31 1.31 -1.87 0.041
N -1.23 1.13 -1.06 -0.025
H 0.18 -0.83 5.19 -0.002
H -2.93 -3.60 4.29 0.001
H -4.33 -5.37 3.03 0.000
H -4.91 -4.74 0.66 0.001
H -3.62 -3.00 -0.50 -0.009
H 2.54 2.27 2.15 0.003
H 0.13 4.13 -1.32 0.002
H -1.87 4.57 -2.68 0.015
H -3.46 2.62 -3.16 0.002
H -3.00 0.53 -2.11 -0.001
N -1.91 -2.85 -2.77 0.002
C -1.47 -2.29 -1.86 0.028
H -2.23 -3.22 -3.69 -0.002
S 4.84 1.15 -1.06 -0.002
C 3.57 0.13 -0.59 0.004
S 3.58 -0.98 0.75 0.006
C 2.10 -1.72 0.26 0.000
N 1.54 -1.04 -0.77 -0.033
N 2.38 -0.02 -1.27 0.009
C 2.27 0.62 -2.53 -0.006
C 2.41 2.01 -2.58 -0.011
C 2.21 2.75 -3.73 0.008
C 2.12 2.04 -4.91 -0.004
C 1.93 0.64 -4.89 0.004
C 1.94 -0.07 -3.67 0.010
S 1.44 -3.01 1.14 0.001
H 2.69 2.54 -1.66 -0.003
H 2.08 3.81 -3.64 0.002
H 2.17 2.58 -5.94 0.000
H 1.80 0.05 -5.80 0.000
H 1.91 -1.19 -3.62 0.001
```